(1)
Computed, not measured: the molecule C8H19NSi at a distorted geometry, with ωB97M-V with the def2-TZVPD basis set.

LUMO	0.921	eV
gap between HOMO and LUMO	9.671	eV
SMILES string	CC[Si@@H](N)C1CCCCC1

Each line ends with the natural charge from an NBO analysis.
Atoms and positions in Å:
C1 1.7675 -2.6777 -2.2138  -0.56
C2 0.8300 -1.6698 -1.5712  -0.85
Si1 1.4067 -1.0181 0.1198  1.53
N1 2.7904 -0.0422 -0.3147  -1.29
C3 0.0642 0.4133 0.7092  -0.54
C4 -0.2336 1.5187 -0.2541  -0.44
C5 -1.1921 2.5687 0.4614  -0.39
C6 -2.4128 1.9080 1.0852  -0.41
C7 -1.9972 0.7005 1.9332  -0.39
C8 -1.1404 -0.3450 1.1984  -0.44
H1 2.7114 -2.2835 -2.0622  0.18
H2 1.6957 -3.5766 -1.7984  0.19
H3 1.7164 -2.7258 -3.4069  0.19
H4 -0.0967 -2.0831 -1.6070  0.21
H5 0.8943 -0.8915 -2.3372  0.24
H6 1.5857 -1.8955 1.1280  -0.24
H7 2.9324 0.7446 0.2740  0.40
H8 3.5185 -0.4992 -0.7891  0.39
H9 0.7277 0.7796 1.6224  0.19
H10 -0.6836 0.8938 -1.0626  0.20
H11 0.7058 1.8082 -0.5809  0.22
H12 -1.6609 3.2890 -0.1344  0.21
H13 -0.5731 3.1583 1.3159  0.19
H14 -2.8065 2.8236 1.7078  0.21
H15 -3.1530 1.4649 0.4144  0.20
H16 -1.3390 1.0977 2.8724  0.19
H17 -3.0262 0.3051 2.3063  0.20
H18 -0.8523 -1.3194 1.7841  0.21
H19 -1.5070 -0.7613 0.3144  0.20

---

(2)
Computed, not measured: a cluster of 2 separate species, C40H44N3O2S in total at a distorted geometry, with ωB97M-V with the def2-TZVPD basis set.

LUMO	-4.214	eV
gap between HOMO and LUMO	4.961	eV
total charge	+1

Each line ends with the Löwdin charge.
Atoms and positions in Å:
C1 0.7240 3.1414 4.0989  -0.04
O1 1.3948 2.3002 3.1378  -0.24
C2 0.9494 2.1683 1.8399  -0.33
C3 1.2905 3.1809 0.8358  -0.19
C4 0.8509 4.5076 1.0097  -0.02
C5 0.9038 5.3848 -0.0729  -0.07
C6 1.4852 5.0053 -1.2889  -0.07
C7 2.0097 3.7237 -1.4341  -0.07
C8 1.8569 2.8140 -0.3973  -0.08
C9 -0.1733 1.3269 1.7075  -0.39
N1 -1.2238 1.4909 0.8229  -0.08
C10 -1.1278 2.1398 -0.4771  0.00
C11 -2.4588 0.9983 1.2658  -0.23
C12 -2.3299 0.3326 2.4846  -0.45
C13 -3.4578 -0.0113 3.2284  -0.08
C14 -4.7248 0.3514 2.7489  -0.08
C15 -4.8591 1.0444 1.5266  -0.07
C16 -3.7250 1.3631 0.7725  -0.01
S1 -0.6626 0.2458 3.0220  1.11
H1 1.2957 2.9767 5.0151  0.10
H2 0.8065 4.1739 3.7520  0.07
H3 -0.3277 2.8430 4.2102  0.08
H4 0.4047 4.7927 1.9661  0.11
H5 0.4911 6.3894 0.0565  0.11
H6 1.5252 5.7076 -2.1249  0.11
H7 2.5084 3.4188 -2.3570  0.11
H8 2.1191 1.7713 -0.5599  0.10
H9 -1.9307 1.7494 -1.1069  0.09
H10 -1.2382 3.2295 -0.4021  0.11
H11 -0.1890 1.8765 -0.9664  0.09
H12 -3.3032 -0.5306 4.1714  0.11
H13 -5.6163 0.1085 3.3357  0.11
H14 -5.8546 1.3450 1.1775  0.11
H15 -3.7955 1.9170 -0.1600  0.10
C17 9.8879 3.2903 2.9149  -0.01
N2 8.5238 3.2918 3.3896  -0.03
C18 8.1731 4.0435 4.4896  -0.43
O2 8.9476 4.4677 5.3366  0.11
C19 6.6590 4.1760 4.4630  -0.15
C20 6.2340 5.5719 4.0037  -0.07
C21 6.9457 5.9291 2.7235  -0.23
C22 8.1987 6.5443 2.7957  -0.04
C23 8.9199 6.8079 1.6350  -0.07
C24 8.3837 6.4578 0.3876  -0.07
C25 7.1001 5.9024 0.3120  -0.07
C26 6.3666 5.6689 1.4795  -0.04
N3 6.2847 3.1167 3.5050  0.05
C27 5.0435 2.9692 3.0084  0.00
C28 4.7500 2.3319 1.7973  -0.05
C29 3.5881 1.5625 1.7289  0.00
C30 3.4064 0.5011 0.7729  -0.25
C31 2.4103 -0.4711 1.0208  -0.02
C32 2.3512 -1.6328 0.2699  -0.04
C33 3.3100 -1.8652 -0.7296  -0.05
C34 4.2318 -0.8602 -1.0608  -0.06
C35 4.2405 0.3512 -0.3666  -0.03
C36 7.4504 2.4251 2.9327  -0.17
C37 7.6309 0.9306 3.4155  -0.52
C38 7.7162 0.9141 4.9418  -0.02
C39 8.8887 0.3331 2.8003  -0.04
C40 6.4706 0.0485 2.9880  -0.05
H16 10.1695 4.3010 2.5797  0.10
H17 10.5752 2.9756 3.7170  0.11
H18 9.9645 2.6119 2.0624  0.09
H19 6.2855 3.9269 5.4671  0.17
H20 5.1457 5.6016 3.8933  0.12
H21 6.5180 6.2753 4.7981  0.14
H22 8.6082 6.8052 3.7774  0.13
H23 9.9012 7.2751 1.7129  0.11
H24 8.9601 6.6429 -0.5190  0.11
H25 6.6621 5.6493 -0.6522  0.10
H26 5.3484 5.2718 1.4284  0.11
H27 4.2300 3.3401 3.6299  0.16
H28 5.4475 2.3937 0.9522  0.12
H29 3.0593 1.4641 2.6685  0.12
H30 1.7223 -0.3055 1.8548  0.08
H31 1.6006 -2.3832 0.5116  0.12
H32 3.3319 -2.8226 -1.2520  0.11
H33 4.9897 -1.0276 -1.8275  0.11
H34 4.9113 1.1633 -0.6521  0.12
H35 7.4075 2.4571 1.8315  0.16
H36 6.7779 1.2524 5.3945  0.09
H37 7.8878 -0.1214 5.2602  0.10
H38 8.5462 1.5256 5.3139  0.09
H39 8.8568 0.3989 1.7030  0.10
H40 9.8023 0.8070 3.1713  0.08
H41 8.9365 -0.7300 3.0787  0.10
H42 6.3719 0.0026 1.8961  0.09
H43 6.6637 -0.9712 3.3518  0.10
H44 5.5256 0.3733 3.4284  0.08

---

(3)
Computed, not measured: a structure of composition C24H20N5O3PdSe2, with ωB97M-V with the def2-TZVPD basis set.

LUMO	2.495	eV
gap between HOMO and LUMO	6.945	eV
total charge	-1

Each line ends with the natural charge from an NBO analysis.
Atoms and positions in Å:
Pd1 0.1450 -1.9858 -1.4270  0.85
C1 3.8376 -3.5710 -0.4331  -0.25
O1 4.6576 -2.4150 -0.6706  -0.52
C2 4.0959 -1.1775 -0.6811  0.22
C3 4.9047 -0.1504 -0.2290  -0.25
C4 4.4726 1.1763 -0.2096  -0.29
C5 3.1874 1.4628 -0.6110  -0.19
C6 2.3319 0.4423 -1.0486  -0.23
C7 0.9547 0.8178 -1.2994  0.11
N1 -0.0023 -0.0174 -1.4397  -0.30
N2 -1.2946 0.4816 -1.5574  -0.46
C8 -2.1550 -0.5033 -1.4677  0.54
O2 -1.8877 -1.7527 -1.3475  -0.69
C9 -3.6012 -0.1308 -1.4927  -0.03
C10 -4.5519 -1.1298 -1.6730  -0.20
C11 -5.9018 -0.8111 -1.6885  -0.22
C12 -6.3105 0.5037 -1.5143  -0.22
C13 -5.3632 1.5025 -1.3274  -0.23
C14 -4.0131 1.1879 -1.3191  -0.21
C15 2.7838 -0.9022 -1.1661  0.39
O3 2.1086 -1.8542 -1.7512  -0.72
H1 4.5421 -4.3614 -0.1804  0.17
H2 3.1614 -3.3981 0.4060  0.19
H3 3.2498 -3.8392 -1.3043  0.21
H4 5.8985 -0.4173 0.1105  0.21
H5 5.1370 1.9599 0.1321  0.20
H6 2.8089 2.4781 -0.5701  0.21
H7 0.6906 1.8742 -1.2960  0.20
H8 -4.2120 -2.1498 -1.7912  0.24
H9 -6.6374 -1.5925 -1.8336  0.21
H10 -7.3650 0.7510 -1.5224  0.20
H11 -5.6784 2.5294 -1.1883  0.20
H12 -3.2618 1.9551 -1.1860  0.23
C16 -1.9135 -0.0642 1.4893  -0.43
N3 -0.5391 0.3068 1.7524  -0.41
C17 0.5118 -0.5595 1.8246  0.25
Se1 0.4821 -2.3552 1.5637  -0.21
N4 1.6164 0.2034 2.0594  -0.56
C18 1.2876 1.5428 2.1194  0.11
C19 2.0424 2.6869 2.3038  -0.22
C20 1.3649 3.9008 2.3048  -0.23
C21 -0.0162 3.9633 2.1259  -0.23
C22 -0.7734 2.8129 1.9376  -0.25
C23 -0.0965 1.6058 1.9364  0.18
H13 -1.9248 -1.1005 1.1574  0.27
H14 -2.3122 0.5729 0.7002  0.22
H15 -2.5142 0.0407 2.3946  0.20
H16 2.5429 -0.1893 1.9964  0.44
H17 3.1159 2.6361 2.4269  0.22
H18 1.9231 4.8177 2.4429  0.21
H19 -0.5078 4.9274 2.1286  0.21
H20 -1.8435 2.8571 1.7857  0.22
Se2 0.1358 -4.3910 -2.0240  -0.20
C24 0.2854 -5.3023 -0.4229  0.05
N5 0.4007 -5.8755 0.5747  -0.46

---

(4)
Computed, not measured: a cluster of 2 separate species, C16H16Br2F6NO8P in total at a distorted geometry, with ωB97M-V with the def2-TZVPD basis set.

LUMO	0.061	eV
gap between HOMO and LUMO	10.083	eV
SMILES string	O=C(ON(CC[C@@](F)(Br)C(F)(F)Br)C(=O)OP(O)O)c1ccccc1.CCOC(=O)C(F)(F)F

Each line ends with the natural charge from an NBO analysis.
Atoms and positions in Å:
O1 1.4698 2.1911 2.4975  -0.50
C1 1.4467 2.0436 1.2971  0.78
O2 0.4706 1.1602 0.7758  -0.40
N1 -0.2915 1.8532 -0.1905  -0.22
C2 -1.6400 2.1817 0.2930  -0.24
C3 -1.9279 3.6514 -0.0938  -0.48
C4 -3.1208 4.2300 0.6927  0.28
F1 -3.8076 3.2905 1.3560  -0.32
Br1 -2.4421 5.5782 1.9538  0.02
C5 -4.0548 4.9941 -0.2845  0.61
F2 -4.5294 4.1490 -1.1930  -0.32
F3 -5.0720 5.5625 0.3414  -0.31
Br2 -3.1101 6.4121 -1.2544  0.01
C6 -0.2623 1.2285 -1.4431  0.89
O3 -0.7153 1.8098 -2.4069  -0.58
O4 0.3095 -0.0116 -1.5654  -0.78
P1 -0.8341 -1.2757 -1.5302  1.57
O5 -2.3203 -0.6027 -1.5344  -1.01
O6 -0.6309 -1.8318 -0.0061  -0.99
C7 2.4620 2.6951 0.4102  -0.13
C8 2.2098 3.3048 -0.7846  -0.19
C9 3.1990 3.8487 -1.5494  -0.21
C10 4.4792 3.7789 -1.0921  -0.17
C11 4.7536 3.2033 0.1075  -0.22
C12 3.7554 2.6695 0.8549  -0.17
H1 -2.4149 1.5676 -0.1651  0.22
H2 -1.7063 2.0511 1.3673  0.25
H3 -2.0947 3.6996 -1.1641  0.25
H4 -1.0363 4.2027 0.1796  0.24
H5 -2.4835 -0.1143 -2.3534  0.52
H6 -0.2716 -1.0944 0.5194  0.51
H7 1.2043 3.3733 -1.1613  0.22
H8 2.9469 4.2965 -2.4954  0.22
H9 5.2577 4.2154 -1.7025  0.21
H10 5.7792 3.1977 0.4419  0.22
H11 3.9860 2.2181 1.8082  0.23
C13 -0.4520 -4.9107 1.5438  -0.64
C14 0.2168 -5.3297 0.2531  -0.08
O7 0.7609 -6.6622 0.3418  -0.48
C15 -0.1128 -7.6545 0.2672  0.69
O8 -1.2939 -7.5467 0.1301  -0.54
C16 0.6196 -9.0010 0.3497  0.90
F4 1.4771 -9.0314 1.3764  -0.31
F5 1.3187 -9.2270 -0.7705  -0.31
F6 -0.2351 -10.0057 0.5054  -0.30
H12 0.2424 -5.0012 2.3808  0.21
H13 -0.7935 -3.8800 1.4744  0.24
H14 -1.3107 -5.5410 1.7714  0.22
H15 1.0616 -4.6765 0.0462  0.20
H16 -0.4625 -5.2599 -0.5961  0.20

---

> LUMO of number 4 (C16H16Br2F6NO8P)?

0.061 eV